No. 1
DFT (ωB97M-V/def2-TZVPD) results for one molecule with the formula CH2Cl4Si in a non-equilibrium geometry.

Geometry (Å):
C1 -2.160 0.079 -0.125
Si1 -0.282 -0.597 -0.278
Cl1 -0.318 -2.429 0.438
Cl2 -3.309 -0.575 -1.398
Cl3 -2.891 -0.584 1.395
Cl4 -2.261 1.879 -0.111
H1 0.372 0.613 0.327
H2 0.352 -0.426 -1.608

Computed properties:
Kohn-Sham gap = 11.28 eV
Energy relative to the best compared isomer or geometry (same formula, charge and spin) = 99.57 kcal per mole
Total energy = -2169.57856 Ha
LUMO level = 0.407 eV
HOMO = -10.871 eV
SMILES = Cl[SiH2]C(Cl)(Cl)Cl

No. 2
DFT (ωB97M-V/def2-TZVPD) results for a 11-piece molecular cluster, C36H59N7O4S4 overall in a non-equilibrium geometry.

Geometry (Å):
C1 6.120 -1.906 2.197
S1 4.580 -1.394 1.422
O1 3.872 -2.679 1.084
C2 3.804 -0.739 2.936
H1 6.565 -1.041 2.689
H2 6.845 -2.377 1.537
H3 5.873 -2.653 2.954
H4 4.416 0.057 3.378
H5 3.632 -1.475 3.715
H6 2.943 -0.151 2.613
C3 1.167 -2.828 5.219
S2 0.805 -4.432 4.525
O2 2.044 -5.240 4.798
C4 0.895 -3.869 2.774
H7 0.490 -2.066 4.826
H8 2.179 -2.586 4.898
H9 1.109 -2.800 6.305
H10 1.860 -3.552 2.370
H11 0.209 -3.025 2.665
H12 0.586 -4.696 2.134
C5 -4.181 -1.206 -2.142
S3 -3.611 -1.241 -3.867
O3 -2.976 0.099 -4.110
C6 -2.289 -2.436 -3.515
H13 -4.410 -2.244 -1.900
H14 -5.070 -0.578 -2.072
H15 -3.471 -0.775 -1.438
H16 -1.866 -2.318 -2.517
H17 -1.437 -2.205 -4.160
H18 -2.612 -3.452 -3.732
C7 0.110 0.616 -4.886
S4 0.684 2.252 -4.415
O4 0.742 3.061 -5.696
C8 -0.866 2.824 -3.629
H19 0.917 0.095 -5.402
H20 -0.676 0.736 -5.632
H21 -0.232 0.032 -4.034
H22 -1.400 1.992 -3.171
H23 -1.479 3.219 -4.440
H24 -0.656 3.594 -2.890
N1 -0.216 1.050 5.047
C9 -0.689 0.563 3.850
C10 -1.608 -0.407 4.136
C11 -1.764 -0.469 5.552
C12 -0.949 0.524 6.061
H25 0.518 1.734 5.036
H26 -0.227 0.851 2.919
H27 -2.130 -1.040 3.436
H28 -2.274 -1.262 6.073
H29 -0.757 0.790 7.088
N2 -0.985 0.908 -0.470
C13 0.120 1.682 -0.192
C14 1.107 0.819 0.288
C15 0.520 -0.441 0.359
C16 -0.753 -0.398 -0.145
H30 -1.831 1.303 -0.859
H31 0.078 2.742 -0.374
H32 2.123 1.025 0.585
H33 0.977 -1.391 0.609
H34 -1.498 -1.150 -0.339
N3 -4.492 -4.441 0.162
C17 -3.812 -5.380 -0.582
C18 -2.465 -5.141 -0.414
C19 -2.347 -3.827 0.109
C20 -3.613 -3.431 0.476
H35 -5.438 -4.531 0.480
H36 -4.335 -6.220 -1.009
H37 -1.676 -5.771 -0.792
H38 -1.460 -3.243 0.278
H39 -3.944 -2.512 0.931
N4 5.433 3.325 -2.803
C21 4.080 3.174 -2.849
C22 3.671 2.463 -1.747
C23 4.847 1.974 -1.144
C24 5.930 2.513 -1.802
H40 6.016 3.859 -3.417
H41 3.456 3.649 -3.590
H42 2.671 2.265 -1.402
H43 4.929 1.333 -0.278
H44 6.993 2.497 -1.631
N5 2.001 -3.521 -1.245
C25 0.727 -3.647 -1.687
C26 0.589 -4.631 -2.627
C27 1.905 -5.138 -2.763
C28 2.737 -4.498 -1.879
H45 2.256 -2.852 -0.537
H46 -0.024 -2.959 -1.323
H47 -0.286 -4.920 -3.180
H48 2.203 -5.942 -3.420
H49 3.774 -4.692 -1.665
N6 -3.728 3.489 -1.818
C29 -3.955 2.169 -1.545
C30 -3.953 1.982 -0.181
C31 -3.721 3.267 0.379
C32 -3.755 4.179 -0.636
H50 -3.715 3.900 -2.733
H51 -4.097 1.428 -2.311
H52 -4.009 1.028 0.318
H53 -3.559 3.547 1.409
H54 -3.691 5.255 -0.637
N7 -0.240 8.033 0.969
C33 -1.223 7.535 1.788
C34 -1.587 6.285 1.386
C35 -0.685 5.979 0.328
C36 0.185 7.007 0.121
H55 0.147 8.952 1.067
H56 -1.623 8.204 2.536
H57 -2.344 5.624 1.766
H58 -0.727 5.121 -0.327
H59 0.977 7.210 -0.577

Computed properties:
Kohn-Sham gap = 8.28 eV
Energy relative to the best compared isomer or geometry (same formula, charge and spin) = 1.30 kcal per mole
Total energy = -3683.92625 Ha
LUMO level = 0.374 eV
HOMO = -7.904 eV

No. 3
DFT (ωB97M-V/def2-TZVPD) results for one molecule with the formula C4H8FNS in a non-equilibrium geometry.

Geometry (Å):
C1 0.857 0.722 1.176
C2 -0.095 1.057 0.087
C3 -0.769 -0.053 -1.597
C4 -1.405 0.213 -0.124
H1 -0.130 -1.353 1.021
H2 1.913 1.145 1.064
H3 0.587 0.761 2.217
H4 -0.582 1.974 0.433
H5 1.273 1.166 -1.963
H6 -1.326 -0.006 -2.523
H7 -0.281 -1.091 -1.430
H8 -2.236 0.972 -0.150
N1 0.235 1.178 -1.454
F1 -1.519 -0.948 0.461
S1 1.329 -0.933 0.632

Computed properties:
Kohn-Sham gap = 9.35 eV
Energy relative to the best compared isomer or geometry (same formula, charge and spin) = 87.60 kcal per mole
Total energy = -709.84953 Ha
LUMO level = 0.858 eV
HOMO = -8.487 eV
SMILES = F[C@@H]1CN[C@@H]1CS

No. 4
DFT (ωB97M-V/def2-TZVPD) results for a 11-piece molecular cluster, C43H112N4O14 overall in a non-equilibrium geometry.

Geometry (Å):
C1 18.058 -1.524 -12.097
O1 18.179 -2.025 -13.390
C2 18.638 -1.066 -14.386
C3 18.879 -1.684 -15.811
N1 18.786 -0.721 -16.843
C4 19.278 -1.281 -18.115
C5 18.641 -0.540 -19.222
O2 17.301 -0.238 -18.843
C6 16.555 0.666 -19.685
H1 17.483 -0.600 -12.036
H2 18.988 -1.063 -11.762
H3 17.833 -2.329 -11.398
H4 19.561 -0.632 -14.002
H5 17.868 -0.293 -14.384
H6 18.196 -2.523 -15.951
H7 19.896 -2.057 -15.690
H8 17.901 -0.325 -17.129
H9 18.910 -2.296 -18.266
H10 20.367 -1.255 -18.119
H11 18.633 -1.032 -20.194
H12 19.149 0.419 -19.322
H13 16.774 0.437 -20.728
H14 16.499 1.705 -19.363
H15 15.489 0.454 -19.594
C7 17.503 9.208 -20.149
O3 16.796 8.391 -21.083
C8 15.587 7.780 -20.630
C9 14.401 8.657 -21.064
N2 14.373 9.148 -22.393
C10 14.454 8.072 -23.374
C11 13.794 8.346 -24.793
O4 14.009 7.248 -25.599
C12 13.719 7.472 -26.958
H16 16.923 10.068 -19.814
H17 18.430 9.645 -20.521
H18 17.901 8.691 -19.275
H19 15.627 7.502 -19.577
H20 15.571 6.826 -21.158
H21 14.313 9.439 -20.310
H22 13.480 8.122 -20.835
H23 15.070 9.870 -22.509
H24 14.103 7.122 -22.972
H25 15.510 7.824 -23.483
H26 14.211 9.219 -25.296
H27 12.721 8.536 -24.817
H28 13.398 6.503 -27.340
H29 14.670 7.639 -27.463
H30 12.862 8.124 -27.129
C13 22.421 -2.695 -5.671
O5 22.137 -1.357 -5.483
C14 20.741 -1.056 -5.698
C15 20.393 0.458 -6.101
N3 20.855 0.752 -7.451
C16 22.308 0.499 -7.706
C17 22.625 1.253 -9.019
O6 23.198 2.576 -8.806
C18 22.379 3.665 -8.271
H31 21.806 -3.273 -4.983
H32 23.478 -2.958 -5.627
H33 22.178 -2.965 -6.699
H34 20.123 -1.263 -4.824
H35 20.466 -1.728 -6.511
H36 20.610 1.256 -5.391
H37 19.305 0.502 -6.159
H38 20.422 1.432 -8.060
H39 22.588 -0.554 -7.755
H40 22.773 1.071 -6.903
H41 21.852 1.139 -9.779
H42 23.326 0.594 -9.531
H43 23.073 4.495 -8.132
H44 21.946 3.457 -7.292
H45 21.532 4.132 -8.773
C19 23.939 3.702 -19.177
C20 23.271 4.633 -18.201
C21 22.133 3.948 -17.333
O7 21.204 4.919 -16.765
C22 19.977 5.134 -17.339
N4 24.400 5.176 -17.392
H46 24.558 4.134 -19.963
H47 23.138 3.389 -19.846
H48 24.291 2.747 -18.785
H49 22.818 5.407 -18.821
H50 22.512 3.325 -16.523
H51 21.692 3.239 -18.033
H52 19.479 6.019 -16.943
H53 19.222 4.375 -17.135
H54 19.860 5.311 -18.408
H55 24.916 4.465 -16.894
H56 24.070 5.699 -16.593
C23 16.999 -7.500 -9.650
C24 16.028 -8.760 -9.833
C25 16.478 -9.867 -10.772
O8 15.705 -9.242 -8.517
H57 16.964 -7.125 -10.672
H58 18.043 -7.776 -9.499
H59 16.557 -6.857 -8.889
H60 15.192 -8.211 -10.266
H61 17.284 -10.446 -10.321
H62 17.028 -9.464 -11.622
H63 15.656 -10.505 -11.096
H64 15.933 -10.174 -8.490
C26 19.436 5.969 -23.912
C27 20.480 4.739 -23.951
C28 21.836 5.262 -23.505
O9 20.103 3.760 -23.057
H65 19.629 6.680 -24.715
H66 19.574 6.517 -22.979
H67 18.442 5.547 -24.057
H68 20.593 4.477 -25.003
H69 22.692 4.592 -23.588
H70 21.814 5.652 -22.487
H71 22.097 6.027 -24.236
H72 20.291 2.913 -23.468
C29 14.619 3.352 -13.782
C30 14.306 3.746 -15.269
C31 14.446 2.533 -16.276
O10 13.054 4.206 -15.295
H73 14.075 2.489 -13.399
H74 14.349 4.037 -12.978
H75 15.659 3.058 -13.636
H76 15.022 4.455 -15.684
H77 13.810 1.684 -16.024
H78 15.361 1.952 -16.385
H79 14.112 2.726 -17.296
H80 13.112 5.162 -15.356
C32 14.119 -4.256 -13.561
C33 12.858 -3.925 -14.409
C34 13.134 -2.965 -15.532
O11 12.225 -5.005 -14.949
H81 14.897 -4.848 -14.044
H82 13.748 -4.708 -12.642
H83 14.456 -3.262 -13.266
H84 12.139 -3.563 -13.674
H85 13.010 -1.963 -15.122
H86 12.365 -2.973 -16.305
H87 14.167 -3.002 -15.878
H88 11.298 -4.755 -14.961
C35 23.650 -4.899 -13.875
C36 23.615 -6.280 -14.579
C37 22.562 -7.218 -13.761
O12 23.011 -6.199 -15.842
H89 23.078 -4.171 -14.449
H90 24.715 -4.694 -13.776
H91 23.193 -4.904 -12.885
H92 24.582 -6.778 -14.649
H93 21.588 -6.766 -13.568
H94 23.031 -7.632 -12.869
H95 22.247 -8.043 -14.399
H96 22.968 -7.056 -16.271
C38 16.738 -5.830 -23.736
C39 15.347 -5.373 -23.292
C40 15.475 -3.958 -22.682
O13 14.453 -5.309 -24.394
H97 16.667 -6.747 -24.321
H98 17.465 -5.915 -22.928
H99 17.200 -5.044 -24.333
H100 15.019 -5.982 -22.449
H101 14.501 -3.496 -22.520
H102 16.064 -3.334 -23.354
H103 16.049 -3.884 -21.759
H104 14.246 -6.141 -24.826
C41 10.174 -1.927 -21.554
C42 10.204 -3.484 -21.916
C43 10.795 -4.352 -20.789
O14 8.880 -3.877 -22.162
H105 9.624 -1.334 -22.285
H106 11.173 -1.516 -21.410
H107 9.715 -1.768 -20.578
H108 10.576 -3.683 -22.921
H109 9.989 -4.948 -20.362
H110 11.318 -3.713 -20.078
H111 11.563 -5.056 -21.110
H112 8.641 -3.481 -23.003

Computed properties:
Kohn-Sham gap = 8.43 eV
Energy relative to the best compared isomer or geometry (same formula, charge and spin) = 154.98 kcal per mole
Total energy = -2977.41020 Ha
LUMO level = 0.217 eV
HOMO = -8.217 eV
SMILES = COC[C@H](C)N.COCCNCCOC.COCCNCCOC.COCCNCCOC.CC(C)O.CC(C)O.CC(C)O.CC(C)O.CC(C)O.CC(C)O.CC(C)O

No. 5
DFT (ωB97M-V/def2-TZVPD) results for one molecule with the formula C16H20N2O4S2 in a non-equilibrium geometry.

Geometry (Å):
C1 2.564 -4.292 -4.309
C2 2.543 -3.281 -3.219
C3 2.685 -3.400 -1.869
C4 2.585 -2.090 -1.338
C5 2.394 -1.261 -2.402
O1 2.358 -1.983 -3.549
C6 2.168 0.212 -2.479
N1 0.806 0.558 -2.109
C7 0.505 1.093 -0.905
O2 1.349 1.446 -0.110
C8 -0.991 1.192 -0.615
C9 -1.285 2.477 0.162
C10 -2.734 2.502 0.652
N2 -3.101 1.308 1.372
S1 -3.019 1.328 3.024
O3 -3.569 2.576 3.459
O4 -3.591 0.099 3.486
C11 -1.303 1.316 3.485
C12 -0.508 0.231 3.696
C13 0.816 0.595 4.022
C14 0.988 1.943 4.053
S2 -0.461 2.797 3.697
H1 1.886 2.488 4.266
H2 1.598 -0.115 4.221
H3 -0.874 -0.777 3.630
C15 -2.824 0.068 0.693
C16 -1.367 -0.029 0.238
H4 -0.708 -0.060 1.107
H5 -1.223 -0.949 -0.333
H6 -3.490 0.001 -0.176
H7 -3.075 -0.731 1.390
H8 -3.412 2.598 -0.205
H9 -2.907 3.340 1.328
H10 -0.591 2.532 1.001
H11 -1.106 3.344 -0.475
H12 -1.565 1.179 -1.547
H13 0.069 0.195 -2.693
H14 2.369 0.561 -3.495
H15 2.815 0.732 -1.768
H16 2.652 -1.798 -0.310
H17 2.844 -4.306 -1.320
H18 1.626 -4.277 -4.863
H19 3.370 -4.078 -5.010
H20 2.713 -5.281 -3.887

Computed properties:
Kohn-Sham gap = 9.04 eV
Energy relative to the best compared isomer or geometry (same formula, charge and spin) = 40.94 kcal per mole
Total energy = -1828.53417 Ha
LUMO level = 0.562 eV
HOMO = -8.480 eV
SMILES = Cc1ccc(CNC(=O)C2CCN(S(=O)(=O)c3cccs3)CC2)o1

No. 6
DFT (ωB97M-V/def2-TZVPD) results for an isolated ion of composition C4H12NO and charge +1 in a non-equilibrium geometry.

Geometry (Å):
C1 1.360 0.488 0.282
C2 0.187 0.754 1.106
C3 -0.814 -0.340 1.220
C4 -0.961 -1.253 -0.184
O1 -1.423 -0.351 -1.289
N1 0.942 0.583 -1.262
H1 2.269 1.185 0.358
H2 1.737 -0.547 0.415
H3 -0.255 1.641 0.707
H4 0.606 0.984 2.047
H5 -0.493 -1.088 1.960
H6 -1.846 0.012 1.548
H7 -1.569 -2.062 0.067
H8 -0.052 -1.684 -0.644
H9 -2.278 -0.055 -1.015
H10 1.519 -0.107 -1.819
H11 -0.132 0.368 -1.587
H12 1.203 1.472 -1.907

Computed properties:
Kohn-Sham gap = 11.74 eV
Energy relative to the best compared isomer or geometry (same formula, charge and spin) = 44.34 kcal per mole
Total energy = -289.30420 Ha
LUMO level = -3.290 eV
HOMO = -15.026 eV
SMILES = [NH3+]CCCCO
Net charge = +1

No. 7
DFT (ωB97M-V/def2-TZVPD) results for a 2-piece molecular cluster, C3H6NOS overall in a non-equilibrium geometry.

Geometry (Å):
C1 0.461 -1.566 0.480
C2 0.392 -0.043 -1.255
C3 -0.023 0.575 1.178
N1 0.278 -0.387 0.136
O1 0.599 -2.640 0.810
S1 -2.516 1.536 -0.706
H1 -0.715 0.370 -1.397
H2 1.208 0.670 -1.432
H3 0.626 -1.020 -1.729
H4 -0.492 1.390 0.495
H5 -0.728 0.121 1.877
H6 0.910 0.995 1.542

Computed properties:
Kohn-Sham gap (spin up / spin down) = 7.18 / 7.24 eV
Energy relative to the best compared isomer or geometry (same formula, charge and spin) = 98.50 kcal per mole
Total energy = -645.65430 Ha
LUMO level (spin up / spin down) = -6.922 / -6.847 eV
HOMO (spin up / spin down) = -14.103 / -14.091 eV
Net charge = +1

No. 8
DFT (ωB97M-V/def2-TZVPD) results for a 2-piece molecular cluster, C4H7NO overall in a non-equilibrium geometry.

Geometry (Å):
C1 1.725 1.219 -1.414
C2 0.117 -0.859 -0.454
C3 -1.182 -1.516 -0.098
C4 0.290 1.150 0.896
N1 0.671 0.181 -0.042
O1 1.833 2.253 -0.918
H1 0.624 -1.321 -1.337
H2 -1.569 -2.167 -0.926
H3 -1.830 -0.774 0.249
H4 -1.079 -2.296 0.766
H5 -0.053 2.087 0.271
H6 -0.661 0.725 1.513
H7 1.115 1.320 1.495

Computed properties:
Kohn-Sham gap = 9.52 eV
Energy relative to the best compared isomer or geometry (same formula, charge and spin) = 71.25 kcal per mole
Total energy = -286.51810 Ha
LUMO level = 0.847 eV
HOMO = -8.672 eV

- What is the formula in the third record?
  C4H8FNS